Record 1
Here is C27H47AsN3O2PS2Si3W as an isolated structure from OMol25. Energies are from wB97M-V/def2-TZVPD.

- Charge: +2
- LUMO energy (alpha / beta): -6.71 / -7.41 eV
- Spin multiplicity: 3
- Relative energy (zero: lowest compared OMol25 entry of this formula, charge and spin): 5.216 eV

Positions of all 87 atoms, in Å:
1 W 0.473 0.105 -1.427
2 N -0.891 -1.301 -3.534
3 C -0.198 -0.469 -4.533
4 C 0.478 0.527 -3.609
5 O 1.577 0.106 -3.007
6 O -0.389 1.102 -2.758
7 H -0.862 -2.273 -3.823
8 H -1.868 -1.020 -3.505
9 H -0.869 0.031 -5.229
10 H 0.535 -1.034 -5.094
11 S 1.806 -0.067 0.704
12 P 0.619 1.475 1.345
13 S -0.677 2.048 -0.094
14 C 1.688 2.823 1.852
15 C 2.657 2.559 2.822
16 C 3.469 3.584 3.272
17 C 3.320 4.866 2.752
18 C 2.360 5.125 1.785
19 C 1.535 4.103 1.334
20 C -0.284 0.943 2.810
21 C 0.237 -0.039 3.650
22 C -0.406 -0.334 4.844
23 C -1.561 0.350 5.199
24 C -2.088 1.321 4.355
25 C -1.451 1.624 3.161
26 H 2.771 1.559 3.225
27 H 4.215 3.390 4.031
28 H 3.952 5.669 3.111
29 H 2.246 6.125 1.389
30 H 0.770 4.307 0.594
31 H 1.139 -0.572 3.374
32 H 0.001 -1.092 5.501
33 H -2.049 0.132 6.140
34 H -2.990 1.851 4.631
35 H -1.857 2.385 2.505
36 C 0.755 3.813 -2.813
37 C 1.949 3.186 -2.176
38 N 2.036 2.067 -1.462
39 C 3.369 1.939 -1.104
40 C 4.074 2.990 -1.579
41 N 3.160 3.766 -2.250
42 H -0.115 3.739 -2.167
43 H 0.508 3.340 -3.764
44 H 0.951 4.866 -3.011
45 H 3.738 1.123 -0.513
46 H 5.114 3.248 -1.488
47 H 3.361 4.622 -2.743
48 C 0.103 -3.245 2.276
49 Si -1.513 -3.003 1.378
50 C -2.067 -4.512 0.469
51 C -2.717 -2.281 2.573
52 As -1.074 -1.194 -0.206
53 Si 1.631 -2.290 -1.862
54 C 3.378 -1.992 -1.260
55 C 1.876 -2.833 -3.638
56 C 0.966 -3.800 -1.005
57 Si -3.425 -0.639 -0.640
58 C -3.982 0.508 0.711
59 C -3.523 0.312 -2.245
60 C -4.465 -2.162 -0.797
61 H -0.049 -3.143 3.353
62 H 0.832 -2.491 1.972
63 H 0.533 -4.230 2.089
64 H -2.876 -5.001 1.016
65 H -1.236 -5.212 0.384
66 H -2.425 -4.281 -0.535
67 H -2.747 -2.933 3.451
68 H -3.731 -2.174 2.187
69 H -2.363 -1.297 2.890
70 H 3.759 -1.014 -1.560
71 H 4.023 -2.745 -1.720
72 H 3.478 -2.091 -0.178
73 H 2.270 -2.044 -4.279
74 H 0.998 -3.275 -4.114
75 H 2.639 -3.614 -3.585
76 H 0.971 -3.705 0.077
77 H 1.610 -4.643 -1.275
78 H -0.053 -4.039 -1.320
79 H -3.799 1.538 0.396
80 H -3.459 0.350 1.652
81 H -5.056 0.387 0.883
82 H -2.626 0.898 -2.438
83 H -4.355 1.019 -2.171
84 H -3.737 -0.327 -3.108
85 H -4.509 -2.749 0.120
86 H -4.109 -2.818 -1.595
87 H -5.482 -1.847 -1.049

The Mulliken scheme yields these atomic charges, measured in e:
1 W 0.23
2 N -0.51
3 C -0.75
4 C 0.19
5 O -0.53
6 O -0.35
7 H 0.29
8 H -0.10
9 H 0.45
10 H 0.44
11 S -0.60
12 P 0.05
13 S -0.53
14 C 1.21
15 C -0.60
16 C -0.70
17 C -0.58
18 C -0.76
19 C -0.49
20 C 1.98
21 C -0.71
22 C -0.87
23 C -0.62
24 C -0.71
25 C -0.92
26 H 0.38
27 H 0.44
28 H 0.43
29 H 0.46
30 H 0.44
31 H 0.59
32 H 0.49
33 H 0.43
34 H 0.45
35 H 0.46
36 C -1.32
37 C 0.25
38 N 0.81
39 C -0.57
40 C -1.15
41 N -0.04
42 H 0.19
43 H 0.22
44 H 0.55
45 H 0.58
46 H 0.45
47 H 0.22
48 C -1.25
49 Si 1.18
50 C -1.34
51 C -0.68
52 As 1.08
53 Si 0.71
54 C -1.25
55 C -1.41
56 C -0.85
57 Si 0.62
58 C -0.73
59 C -1.12
60 C -1.08
61 H 0.41
62 H 0.25
63 H 0.54
64 H 0.45
65 H 0.47
66 H 0.33
67 H 0.45
68 H 0.32
69 H -0.21
70 H 0.29
71 H 0.47
72 H 0.38
73 H 0.31
74 H 0.33
75 H 0.52
76 H 0.01
77 H 0.62
78 H 0.13
79 H 0.34
80 H -0.01
81 H 0.50
82 H -0.01
83 H 0.53
84 H 0.44
85 H 0.29
86 H 0.33
87 H 0.41

Record 2
Here is a 13-piece molecular cluster, C27H47BCl36N2O3 overall from OMol25. Energies are from wB97M-V/def2-TZVPD.

- LUMO energy: 0.22 eV
- Spin multiplicity: 1

Positions of all 116 atoms, in Å:
1 C 4.168 1.698 -1.814
2 O 3.146 1.025 -0.985
3 C 2.610 -0.173 -1.680
4 C 2.147 -1.235 -0.520
5 C 0.579 -1.123 -0.057
6 C -0.404 -2.158 -0.928
7 C -0.997 -1.409 -2.300
8 C -1.783 -2.485 -3.280
9 C -3.356 -2.060 -3.589
10 C -4.219 -1.800 -2.191
11 C -5.039 -0.358 -2.359
12 C -5.461 0.328 -0.932
13 C -4.238 1.038 -0.107
14 C -3.298 2.053 -1.048
15 O -2.278 2.587 -0.140
16 C -1.245 3.374 -0.816
17 C -0.396 2.584 -1.976
18 N -1.046 2.876 -3.329
19 B -4.295 3.170 -1.730
20 N -4.283 4.649 -1.276
21 O -5.249 2.889 -2.860
22 H 5.225 1.498 -1.323
23 H 3.959 2.873 -1.807
24 H 4.206 1.275 -2.929
25 H 1.754 0.199 -2.386
26 H 3.459 -0.699 -2.328
27 H 2.361 -2.328 -0.949
28 H 2.842 -1.022 0.423
29 H 0.122 -0.034 -0.136
30 H 0.545 -1.446 1.088
31 H 0.229 -3.096 -1.233
32 H -1.314 -2.442 -0.249
33 H -1.710 -0.543 -1.908
34 H -0.137 -0.898 -2.938
35 H -1.811 -3.562 -2.821
36 H -1.237 -2.537 -4.327
37 H -3.301 -1.080 -4.268
38 H -3.853 -2.895 -4.278
39 H -5.045 -2.654 -2.161
40 H -3.543 -1.811 -1.231
41 H -6.049 -0.649 -2.921
42 H -4.457 0.361 -3.089
43 H -6.395 1.051 -1.097
44 H -5.886 -0.553 -0.250
45 H -4.714 1.745 0.725
46 H -3.556 0.259 0.488
47 H -2.898 1.372 -1.913
48 H -1.620 4.430 -1.225
49 H -0.447 3.661 0.026
50 H 0.721 2.945 -2.048
51 H -0.506 1.421 -1.793
52 H -1.719 2.117 -3.604
53 H -1.616 3.759 -3.300
54 H -3.868 5.247 -2.052
55 H -3.645 4.784 -0.461
56 H -4.612 2.675 -3.626
57 C 0.552 -0.291 4.317
58 Cl 1.961 0.140 3.334
59 Cl -0.594 -1.258 3.372
60 Cl 1.053 -1.167 5.773
61 H 0.052 0.631 4.625
62 C -0.930 7.835 -0.410
63 Cl -0.465 8.847 -1.787
64 Cl -2.272 6.764 -0.850
65 Cl 0.455 6.892 0.166
66 H -1.263 8.488 0.401
67 C 6.099 -2.862 -1.027
68 Cl 4.796 -2.907 0.173
69 Cl 5.644 -3.776 -2.475
70 Cl 6.499 -1.188 -1.448
71 H 6.986 -3.328 -0.590
72 C 4.475 -6.981 0.590
73 Cl 5.488 -7.631 -0.711
74 Cl 5.374 -5.788 1.542
75 Cl 2.997 -6.263 -0.073
76 H 4.191 -7.805 1.250
77 C 3.397 -3.848 7.553
78 Cl 2.747 -5.484 7.356
79 Cl 3.926 -3.196 5.993
80 Cl 2.190 -2.784 8.295
81 H 4.264 -3.899 8.217
82 C 2.670 5.946 -2.635
83 Cl 3.135 6.958 -4.012
84 Cl 1.328 4.875 -3.075
85 Cl 4.055 5.003 -2.059
86 H 2.337 6.599 -1.824
87 C -1.861 3.018 6.072
88 Cl -0.225 2.387 6.325
89 Cl -1.842 4.788 6.008
90 Cl -2.564 2.349 4.590
91 H -2.483 2.711 6.917
92 C -6.595 -0.267 -6.567
93 Cl -6.091 -1.965 -6.522
94 Cl -8.237 -0.089 -5.926
95 Cl -5.459 0.743 -5.656
96 H -6.593 0.066 -7.608
97 C 1.555 -8.753 4.988
98 Cl 0.905 -10.390 4.791
99 Cl 2.084 -8.101 3.428
100 Cl 0.347 -7.689 5.730
101 H 2.422 -8.804 5.651
102 C -0.973 9.973 -5.618
103 Cl -0.507 10.985 -6.995
104 Cl -2.314 8.902 -6.058
105 Cl 0.413 9.030 -5.042
106 H -1.305 10.626 -4.807
107 C 8.708 -7.997 1.520
108 Cl 7.238 -8.470 2.387
109 Cl 8.329 -6.828 0.243
110 Cl 9.904 -7.326 2.642
111 H 9.135 -8.889 1.054
112 C -0.292 -1.580 10.809
113 Cl -1.762 -2.053 11.677
114 Cl -0.671 -0.411 9.533
115 Cl 0.904 -0.910 11.931
116 H 0.135 -2.472 10.343

Atomic partial charges in e from the Mulliken method, atoms 1 to 99:
1 C 0.26
2 O -0.38
3 C -0.15
4 C -0.54
5 C 0.52
6 C -0.60
7 C 1.23
8 C -1.03
9 C -0.25
10 C -0.41
11 C 0.42
12 C -0.75
13 C -0.76
14 C 1.18
15 O -0.31
16 C 0.86
17 C 0.45
18 N -0.54
19 B 0.37
20 N -0.83
21 O -0.47
22 H 0.15
23 H -0.56
24 H 0.32
25 H 0.18
26 H 0.26
27 H 0.26
28 H 0.05
29 H -0.08
30 H -0.30
31 H 0.29
32 H 0.17
33 H -0.91
34 H 0.22
35 H 0.32
36 H 0.30
37 H 0.10
38 H 0.26
39 H 0.42
40 H 0.09
41 H 0.30
42 H -0.63
43 H 0.24
44 H 0.33
45 H 0.35
46 H 0.14
47 H -0.65
48 H -0.72
49 H 0.29
50 H -0.05
51 H -0.67
52 H 0.24
53 H 0.27
54 H 0.29
55 H 0.33
56 H 0.24
57 C 0.65
58 Cl -0.12
59 Cl -0.13
60 Cl 0.02
61 H -0.43
62 C -0.15
63 Cl -0.07
64 Cl -0.12
65 Cl -0.12
66 H 0.40
67 C -0.09
68 Cl -0.04
69 Cl -0.13
70 Cl -0.10
71 H 0.37
72 C 0.06
73 Cl -0.09
74 Cl -0.11
75 Cl -0.08
76 H 0.21
77 C -0.07
78 Cl -0.09
79 Cl -0.09
80 Cl -0.09
81 H 0.35
82 C 0.35
83 Cl -0.13
84 Cl -0.11
85 Cl -0.21
86 H 0.03
87 C 0.02
88 Cl -0.13
89 Cl -0.13
90 Cl -0.07
91 H 0.31
92 C -0.11
93 Cl -0.12
94 Cl -0.12
95 Cl -0.03
96 H 0.39
97 C 0.04
98 Cl -0.13
99 Cl -0.07

Calculated energy (eV), listed in the same order as above: -154572.846; -489360.106